[1]
C35H46ClGeHgNO6SSi as an isolated structure. Source: OMol25; level of theory: ωB97M-V with the def2-TZVPD basis set.

```
93
Properties=species:S:1:pos:R:3:mulliken_charge:R:1
Hg -0.187 -0.035 0.461 2.12
S 2.581 -3.266 2.419 -0.23
C 0.923 -3.596 2.669 -0.60
C 0.136 -2.625 2.131 -0.25
C 0.868 -1.572 1.499 -1.19
C 2.214 -1.791 1.578 0.71
C 3.318 -0.980 1.036 0.69
C 4.506 -1.572 0.599 -0.88
C 5.517 -0.769 0.103 -0.46
C 5.320 0.602 0.040 -0.72
C 4.106 1.102 0.487 -0.24
N 3.134 0.342 0.979 0.00
H 0.616 -4.483 3.199 0.45
H -0.943 -2.652 2.161 0.52
H 4.617 -2.648 0.634 0.39
H 6.443 -1.211 -0.244 0.40
H 6.072 1.269 -0.359 0.39
H 3.893 2.165 0.435 0.43
Ge -0.385 2.610 -0.257 1.91
C 0.452 3.690 1.140 -0.03
C -0.014 4.977 1.399 -0.41
C 0.552 5.751 2.404 -0.59
C 1.594 5.242 3.165 -0.45
C 2.065 3.959 2.918 -0.61
C 1.497 3.187 1.912 -0.39
C -0.755 3.700 -1.846 0.42
C -2.084 3.859 -2.238 -0.84
C -2.422 4.661 -3.321 -0.55
C -1.428 5.325 -4.024 -0.44
C -0.100 5.183 -3.640 -0.61
C 0.234 4.375 -2.563 -0.17
H -1.885 2.355 0.177 -1.29
H -0.825 5.387 0.805 0.38
H 0.179 6.751 2.591 0.38
H 2.037 5.842 3.950 0.35
H 2.874 3.553 3.513 0.41
H 1.864 2.182 1.731 0.39
H -2.865 3.338 -1.695 0.48
H -3.459 4.761 -3.617 0.40
H -1.685 5.951 -4.870 0.35
H 0.680 5.701 -4.186 0.39
H 1.273 4.261 -2.279 0.38
Cl 3.888 2.605 -2.719 -0.23
C 2.923 1.104 -2.691 -0.73
C 1.673 1.137 -1.812 0.59
O 0.956 0.140 -1.898 -0.59
O 1.489 2.159 -1.081 -0.60
H 3.564 0.300 -2.337 0.28
H 2.614 0.892 -3.710 0.50
C -2.351 0.501 -2.912 -1.28
C -2.687 -0.982 -3.014 2.19
C -1.444 -1.848 -2.841 -1.44
C -3.338 -1.272 -4.363 -2.07
O -3.652 -1.335 -2.032 0.09
Si -3.708 -0.964 -0.420 -1.07
O -2.313 -0.807 0.310 0.33
O -4.701 0.361 -0.371 -0.58
C -5.352 1.009 0.714 2.06
C -6.178 0.025 1.542 -1.80
C -6.275 2.042 0.076 -1.75
C -4.327 1.701 1.609 -1.53
O -4.637 -2.179 0.226 -0.43
C -4.202 -3.450 0.688 2.04
C -5.384 -4.396 0.501 -1.88
C -3.857 -3.316 2.170 -1.54
C -2.998 -3.967 -0.097 -1.33
H -1.662 0.808 -3.702 0.69
H -1.879 0.714 -1.951 -0.47
H -3.266 1.091 -2.984 0.47
H -0.671 -1.571 -3.561 0.48
H -1.706 -2.899 -2.980 0.40
H -1.031 -1.724 -1.841 -0.19
H -2.645 -1.057 -5.180 0.37
H -4.232 -0.657 -4.486 0.40
H -3.631 -2.322 -4.414 0.41
H -6.846 -0.545 0.896 0.36
H -6.770 0.573 2.280 0.49
H -5.534 -0.682 2.063 0.25
H -7.016 1.543 -0.550 0.40
H -5.692 2.717 -0.552 0.27
H -6.792 2.628 0.840 0.38
H -3.577 0.982 1.943 0.19
H -4.815 2.143 2.481 0.47
H -3.815 2.491 1.058 0.26
H -6.257 -4.005 1.026 0.33
H -5.153 -5.391 0.890 0.41
H -5.628 -4.479 -0.559 0.40
H -4.746 -3.030 2.735 0.36
H -3.107 -2.533 2.290 0.01
H -3.469 -4.254 2.576 0.48
H -3.244 -4.029 -1.158 0.26
H -2.715 -4.960 0.260 0.56
H -2.147 -3.294 0.020 -0.02
```

## Properties
Kohn-Sham gap (alpha / beta): 6.80 / 7.51 eV
HOMO level (alpha / beta): -4.41 / -6.02 eV
ΔE to the lowest compared entry with this formula, charge and spin: 52.14 kJ/mol
2S+1: 2
total charge: -1

[2]
One molecule with the formula C3H9ClSSi. Source: OMol25; level of theory: ωB97M-V with the def2-TZVPD basis set.

```
15
Properties=species:S:1:pos:R:3:mulliken_charge:R:1
C 0.324 -2.150 0.077 -0.96
C -1.447 0.720 0.804 -0.97
C 1.550 0.858 0.079 -0.61
Si -0.138 -0.274 -0.132 0.57
S -0.953 0.349 -2.445 -0.42
Cl 2.529 0.242 1.337 -0.19
H 1.299 -2.179 0.603 0.29
H -0.457 -2.561 0.636 0.34
H 0.302 -2.519 -0.970 0.29
H -2.526 0.445 0.667 0.32
H -1.347 0.824 1.902 0.34
H -1.445 1.642 0.230 0.24
H 1.158 1.832 0.419 0.24
H 2.033 1.123 -0.823 0.42
H -0.882 1.648 -2.385 0.09
```

## Properties
Kohn-Sham gap: 9.57 eV
HOMO level: -8.98 eV
ΔE to the lowest compared entry with this formula, charge and spin: 64.19 kJ/mol
total charge: 0
SMILES string: C[Si](C)(S)CCl

no.,molar mass (u)
1,945.560
2,140.711